{"formula": "C18H42F3IO11P3S", "method": "ωB97M-V/def2-TZVPD", "symbols": ["I", "S", "P", "P", "P", "F", "F", "F", "O", "O", "O", "O", "O", "O", "O", "O", "O", "O", "O", "C", "C", "C", "C", "C", "C", "C", "C", "C", "C", "C", "C", "C", "C", "C", "C", "C", "C", "H", "H", "H", "H", "H", "H", "H", "H", "H", "H", "H", "H", "H", "H", "H", "H", "H", "H", "H", "H", "H", "H", "H", "H", "H", "H", "H", "H", "H", "H", "H", "H", "H", "H", "H", "H", "H", "H", "H", "H", "H", "H"], "coordinates": [[-8.06051, -0.63253, -0.62217], [-7.73696, -1.89003, 2.80400], [1.01446, 2.48647, -0.43468], [-9.08365, -0.65121, 1.66724], [8.36055, -0.52669, -3.34936], [-4.00896, -0.80870, 2.82104], [-4.21758, 1.54813, 2.39767], [-3.90975, 0.83651, 4.70112], [6.75467, -0.91163, -3.43644], [0.48382, 0.99862, -0.96043], [1.64464, 2.02969, 1.02437], [8.72755, -1.80744, -2.56036], [-11.99542, -1.29023, 4.98379], [-0.49698, 2.64058, 0.39277], [2.36725, 2.34854, -1.17527], [-6.39987, 1.48423, 4.69789], [7.95050, 0.90427, -4.23090], [8.85837, -1.17993, -4.79751], [-9.18519, 0.97518, 2.30937], [1.81368, -0.38147, -2.40913], [5.97318, -0.76883, -2.26242], [-9.69014, -2.49682, 4.95004], [1.63125, 4.10138, 2.27788], [5.74447, 0.69044, -1.92773], [-1.27518, 1.55817, 0.89107], [-4.50985, 0.45852, 3.40104], [7.56013, 0.94315, -5.59897], [-11.35037, -2.63192, 4.80068], [0.69032, 0.63904, -2.32017], [9.79679, -3.38722, -4.93581], [6.16957, 0.40376, -5.87266], [-0.69828, 0.88061, 2.11892], [-6.79950, -0.92525, 4.10715], [-8.88606, -3.13384, 3.67107], [10.08478, -1.89756, -4.83964], [2.45685, 2.96186, 1.71779], [-6.16241, 0.49733, 3.59782], [6.14466, -0.68719, -5.79234], [10.70853, -1.66797, -3.96857], [6.44832, -1.29158, -1.42660], [-2.23743, 1.99814, 1.17672], [3.24620, 3.33792, 1.05968], [5.44225, 0.80831, -5.16203], [5.31622, 1.22589, -2.78043], [5.06772, 0.78987, -1.07436], [9.08610, -3.71642, -4.17368], [-11.75123, -3.28438, 5.71259], [-9.42915, -3.11503, 5.92829], [10.71818, -3.96848, -4.83017], [-1.51043, 0.83479, 0.10559], [6.68874, 1.18611, -1.67932], [1.50115, -1.32833, -1.95564], [-8.63142, 1.53008, 1.65615], [-0.38123, 1.61694, 2.86386], [-11.64864, -3.10330, 3.75837], [0.81040, 3.72437, 2.89535], [-9.69277, -3.42764, 2.85334], [2.93983, 2.42250, 2.53822], [-9.47474, -1.36659, 5.16334], [-7.39577, -0.71180, 5.09640], [-8.34228, -4.13510, 3.96791], [5.01177, -1.25540, -2.45274], [0.90330, 1.52037, -2.93533], [-11.85175, -0.73485, 4.15397], [-6.59139, 0.89936, 2.58425], [9.34736, -3.62358, -5.90640], [1.18161, 4.69014, 1.47152], [-7.26036, 1.97536, 4.54545], [7.56388, 2.00422, -5.87318], [-1.43927, 0.21981, 2.57635], [2.70602, -0.05555, -1.86893], [8.30755, 0.47535, -6.24559], [2.08510, -0.57024, -3.45253], [5.84918, 0.66446, -6.88476], [-0.23728, 0.19985, -2.69940], [2.25173, 4.76601, 2.88565], [10.63826, -1.57140, -5.72530], [0.17164, 0.26865, 1.86205], [-5.87670, -1.60888, 4.43321]], "forces_ev_per_angstrom": [[-0.05, 0.29, 1.37], [1.52, -0.73, 1.38], [0.94, -9.07, 3.27], [-2.31, 1.97, -0.32], [-4.18, -5.37, -6.95], [-1.47, 4.22, 2.30], [-0.59, -3.68, 3.39], [-1.35, -1.86, -4.84], [-0.11, 0.33, 0.89], [-0.72, 1.12, -0.42], [0.23, 0.86, 0.04], [1.62, 3.84, 2.28], [1.35, -1.19, -1.78], [0.96, 3.29, -1.87], [-1.88, 4.26, -0.80], [-0.65, -1.10, -2.25], [1.89, 0.79, 3.49], [0.68, 1.10, 0.52], [2.29, -1.70, -2.63], [0.04, -0.23, -0.06], [-0.41, -0.02, 0.18], [-0.81, -0.60, 0.77], [-0.11, 0.14, 0.10], [-0.07, 0.18, 0.02], [-0.87, -0.53, 0.05], [0.37, 1.61, -0.27], [0.10, 0.29, -1.10], [0.01, 0.49, 0.43], [0.49, -0.42, -0.32], [0.01, -0.19, -0.15], [-0.09, -0.60, 0.26], [0.63, -0.14, -0.10], [1.99, 0.24, 1.75], [-2.02, -0.44, 0.79], [0.16, -0.68, -0.03], [0.31, 0.11, 0.43], [-0.07, 0.87, 0.48], [-0.03, 0.18, 0.01], [-0.16, -0.13, -0.11], [-0.01, -0.04, -0.04], [0.28, 0.33, -0.14], [0.00, -0.06, 0.01], [0.11, 0.01, -0.12], [0.02, -0.09, 0.14], [0.07, 0.02, -0.04], [0.19, 0.18, 0.07], [0.80, 1.46, -2.26], [-0.19, 1.43, -2.15], [-0.09, 0.05, -0.04], [0.28, 0.09, 0.06], [-0.03, 0.02, 0.05], [-0.02, 0.11, -0.10], [-1.20, -0.68, 1.48], [-0.11, -0.09, -0.11], [0.55, 0.85, 2.16], [0.14, 0.04, -0.07], [1.88, 0.77, 1.38], [-0.08, -0.08, -0.17], [-0.31, -2.17, -0.54], [0.81, -0.43, -2.27], [-0.49, 2.35, -0.85], [0.15, -0.04, -0.10], [0.07, -0.18, 0.13], [-0.28, -1.25, 1.54], [0.92, -1.00, 1.91], [0.12, 0.06, 0.08], [0.03, 0.06, 0.04], [1.40, -0.94, -0.05], [0.10, 0.02, 0.40], [-0.12, 0.09, -0.12], [-0.13, 0.19, -0.14], [-0.14, -0.10, 0.26], [-0.03, -0.01, 0.10], [0.18, 0.14, 0.03], [-0.03, 0.05, 0.14], [-0.05, -0.04, -0.10], [-0.13, 0.09, 0.02], [-0.13, 0.12, 0.08], [-2.15, 1.20, -0.86]], "homo_energy_ev": -10.53, "orbital_gap_ev": 5.35, "total_charge": 1}

{"formula": "C18H42GeN3O3Ti", "method": "ωB97M-V/def2-TZVPD", "symbols": ["Ge", "Ti", "O", "O", "O", "N", "N", "N", "C", "C", "C", "C", "C", "C", "C", "C", "C", "C", "C", "C", "C", "C", "C", "C", "C", "C", "H", "H", "H", "H", "H", "H", "H", "H", "H", "H", "H", "H", "H", "H", "H", "H", "H", "H", "H", "H", "H", "H", "H", "H", "H", "H", "H", "H", "H", "H", "H", "H", "H", "H", "H", "H", "H", "H", "H", "H", "H", "H"], "coordinates": [[-1.72043, -1.64493, -0.98071], [-0.00880, 0.14917, 0.04425], [-0.14484, -1.36142, -1.74923], [-2.01298, 0.13546, -0.78796], [-0.96869, -1.78213, 0.63848], [1.67736, -0.23685, 1.37182], [1.48708, 1.41399, -0.81692], [-0.23457, 1.81928, 1.40240], [1.69209, 0.66880, 2.56414], [-3.60659, 1.64796, 0.20682], [-1.53170, -2.55257, 1.77102], [1.27068, -2.73523, -3.13871], [-2.47065, -1.63712, 2.53143], [-0.34673, -2.96777, 2.61797], [0.59416, -0.41789, -3.84673], [2.91121, -0.17219, 0.52736], [-2.96175, 1.81865, -2.21109], [0.31271, 3.00105, 0.67636], [-1.09771, -2.25660, -3.80255], [2.67984, 0.51997, -0.84050], [-4.34500, -0.11720, -1.41214], [-2.26328, -3.75800, 1.20983], [1.63486, 2.65624, -0.00865], [0.42520, 1.52975, 2.70447], [0.16279, -1.70313, -3.15922], [-3.25963, 0.88239, -1.05791], [3.57629, 1.07244, -1.12577], [-0.42352, 3.30043, -0.07180], [1.56135, -1.19131, 1.69054], [0.93150, -3.67802, -2.70720], [1.96418, 3.49099, -0.62686], [2.40991, 2.49060, 0.73770], [-0.10181, 0.39173, -3.61305], [-2.66664, -4.37446, 2.01291], [0.11250, -2.10302, 3.10506], [-1.43088, -3.17068, -3.29790], [-0.92016, -2.52601, -4.84380], [0.69402, 2.45837, 3.21401], [-1.90365, -1.51302, -3.79849], [-3.80142, 2.49352, -2.38137], [2.49678, -0.22951, -1.60708], [-2.84924, -2.13984, 3.42196], [0.59032, -0.55117, -4.92875], [3.69236, 0.34723, 1.08028], [-2.77690, 1.26630, -3.13453], [1.26849, 1.66426, -1.77699], [1.60598, -0.12284, -3.56650], [-4.06265, -0.70676, -2.29130], [-3.32903, -1.34826, 1.92003], [0.45956, 3.84408, 1.35503], [-4.62591, 2.03103, 0.15622], [-5.27756, 0.38962, -1.65958], [1.82356, 0.07608, 3.46879], [1.61666, -2.93026, -4.15466], [2.12221, -2.37798, -2.55752], [-1.21253, 2.00565, 1.59785], [-4.55650, -0.78838, -0.57310], [3.27639, -1.18076, 0.34576], [-1.95378, -0.72996, 2.85191], [-2.08515, 2.43143, -1.99049], [-0.30863, 1.02397, 3.33019], [-3.11936, -3.44982, 0.59669], [-0.66818, -3.64175, 3.41253], [0.39963, -3.48967, 2.01682], [-3.53804, 1.00033, 1.08308], [2.57255, 1.30414, 2.49163], [-1.59632, -4.38357, 0.61285], [-2.95194, 2.51315, 0.34086]], "forces_ev_per_angstrom": [[-0.53, -0.31, -0.23], [-0.47, -0.46, -0.30], [0.43, -0.38, -0.48], [-0.72, 0.23, -0.13], [-0.15, -0.49, 0.49], [0.35, 0.03, 0.14], [0.47, 0.40, -0.21], [0.21, 0.49, 0.38], [0.04, -0.04, -0.18], [-0.03, 0.06, 0.13], [0.07, 0.27, -0.15], [0.07, -0.06, -0.01], [-0.09, 0.04, 0.06], [0.11, -0.07, 0.13], [-0.07, 0.11, -0.08], [-0.07, 0.22, 0.06], [-0.02, 0.06, -0.13], [0.15, -0.20, 0.08], [-0.10, -0.02, -0.05], [-0.11, 0.16, 0.27], [-0.08, -0.10, 0.01], [-0.01, -0.09, -0.04], [-0.07, -0.12, 0.06], [0.08, -0.01, -0.15], [0.01, 0.14, 0.24], [0.25, 0.00, 0.06], [0.04, 0.00, -0.02], [-0.04, -0.02, -0.01], [0.09, -0.02, 0.07], [-0.02, 0.03, 0.00], [0.02, 0.03, 0.00], [0.03, 0.00, -0.03], [-0.01, -0.02, -0.02], [0.03, 0.02, 0.03], [-0.01, 0.02, -0.04], [0.01, 0.04, 0.01], [0.04, 0.02, 0.01], [-0.05, 0.01, 0.06], [0.03, -0.01, 0.00], [-0.01, -0.03, -0.01], [-0.04, -0.02, -0.02], [-0.01, 0.01, -0.01], [0.04, -0.02, 0.01], [0.03, -0.01, 0.02], [0.00, 0.00, 0.03], [0.09, 0.03, -0.03], [-0.01, -0.01, 0.05], [0.00, 0.01, 0.02], [0.01, -0.03, -0.01], [-0.01, 0.05, -0.01], [0.02, 0.01, -0.04], [0.03, 0.04, 0.01], [-0.01, 0.03, 0.05], [-0.01, -0.01, 0.01], [-0.01, 0.01, -0.02], [0.00, 0.08, 0.03], [0.03, 0.01, -0.02], [0.00, -0.03, 0.00], [0.03, -0.01, 0.00], [0.00, -0.01, 0.02], [-0.02, -0.07, -0.05], [0.03, 0.01, 0.01], [-0.01, 0.02, -0.02], [-0.03, -0.01, 0.00], [-0.03, -0.01, -0.02], [-0.01, 0.02, 0.01], [0.00, 0.02, 0.00], [0.03, -0.04, -0.02]], "homo_energy_ev": [-12.87, -16.38], "spin_multiplicity": 4, "orbital_gap_ev": [8.30, 7.66], "total_charge": 2}

{"formula": "C18H42N4O5S5", "method": "ωB97M-V/def2-TZVPD", "symbols": ["S", "S", "S", "S", "S", "O", "O", "O", "O", "O", "N", "N", "N", "N", "C", "C", "C", "C", "C", "C", "C", "C", "C", "C", "C", "C", "C", "C", "C", "C", "C", "C", "H", "H", "H", "H", "H", "H", "H", "H", "H", "H", "H", "H", "H", "H", "H", "H", "H", "H", "H", "H", "H", "H", "H", "H", "H", "H", "H", "H", "H", "H", "H", "H", "H", "H", "H", "H", "H", "H", "H", "H", "H", "H"], "coordinates": [[-0.46755, 0.23813, -4.31714], [0.05193, -0.05006, 1.97653], [0.55724, 6.24534, 1.76267], [-1.44867, -3.60345, -2.56768], [3.17352, -2.79297, 2.39558], [0.72656, 1.26131, 1.83240], [-2.07805, -3.66286, -1.20756], [-0.53220, 0.60682, -2.84597], [1.91320, 6.59269, 1.07200], [2.48672, -2.47322, 1.04298], [-1.24231, -4.03278, 2.95240], [4.14766, 2.64242, 5.17373], [-3.98893, 4.21413, -1.91515], [-5.00239, -0.39471, 0.71716], [-1.63138, 0.56290, 2.40325], [4.23408, 2.91257, 2.56011], [-4.63081, -1.53148, 0.78475], [3.65030, -1.12871, 3.13862], [-2.56000, -2.42198, -3.45108], [-1.39720, 1.58990, -5.17895], [-0.26541, 5.22275, 0.47920], [-0.64817, -4.49844, 2.10513], [-3.36851, 1.73272, -1.40050], [4.70067, -3.65301, 1.84739], [-3.73139, 3.11081, -1.68355], [1.24052, 0.62334, -4.87785], [-4.14044, -2.91788, 0.85033], [0.89654, 4.89295, 2.97232], [-0.31510, -0.81733, 0.33932], [0.10327, -2.55320, -2.51441], [0.18141, -4.99548, 0.93837], [4.23087, 2.76246, 4.00581], [4.47458, -4.60647, 1.37001], [-4.17483, 1.12831, -1.81599], [5.20073, 2.51309, 2.25335], [-0.31129, -5.53998, 0.13285], [-0.01519, 4.74047, 3.54990], [-4.42942, -3.29726, 1.83046], [-2.33707, 1.74053, -4.64786], [5.41276, -3.89794, 2.63545], [-3.05697, -3.02235, 0.79311], [4.13851, 3.96138, 2.27912], [-0.26933, -1.58709, -2.17396], [-2.94379, -1.65098, -2.78298], [-4.65036, -3.53304, 0.10894], [1.92792, -0.15232, -4.54031], [3.60812, -0.45610, 2.28193], [3.38761, 2.33845, 2.18332], [0.99512, -5.61879, 1.30914], [-2.19823, 0.83647, 1.51335], [-0.86742, 2.53302, -5.31293], [-3.48360, -2.89392, -3.78626], [-2.16582, -1.85313, -4.29318], [1.18566, 0.75652, -5.95829], [-1.63053, 1.40887, -6.22818], [4.55809, -1.15543, 3.74135], [-0.78446, -0.04904, -0.27511], [0.65172, -3.04893, -1.71344], [0.68664, -2.53743, -3.43504], [0.34510, 4.53501, -0.10594], [0.67223, -4.15593, 0.44610], [0.70661, -1.11187, 0.09962], [1.66343, 5.23275, 3.66838], [-3.31138, 1.59537, -0.32070], [1.23000, 3.98145, 2.47629], [5.27628, -3.07984, 1.12058], [-0.90296, -1.73519, 0.34751], [-2.49444, 1.43385, -1.97911], [2.91991, -0.66416, 3.80106], [-2.11214, -0.30284, 2.85872], [-1.48639, 1.39192, 3.09592], [-0.62502, 5.93301, -0.26533], [-1.14032, 4.63470, 0.75640], [1.50395, 1.57116, -4.40843]], "forces_ev_per_angstrom": [[0.19, 1.06, 0.05], [-1.98, -0.18, 0.56], [2.52, -1.16, -1.75], [-0.28, 0.85, -1.41], [-1.19, 0.24, -1.53], [1.30, 0.53, -0.81], [0.64, 0.15, 0.26], [-0.03, -0.17, -0.73], [-2.28, -0.42, 1.51], [0.93, -0.19, 2.07], [-0.96, 0.61, 1.39], [0.40, 0.27, -3.26], [0.14, -0.92, 0.21], [1.59, -5.03, 0.35], [0.32, -1.39, -0.18], [0.24, -0.16, 0.40], [-1.04, 4.62, -0.57], [0.03, -0.23, -0.62], [-0.45, 0.48, -0.10], [0.34, 0.19, -0.58], [-0.72, 0.21, -0.64], [1.66, -1.15, -3.14], [-0.63, -0.05, -0.56], [1.01, 0.60, 0.18], [0.11, 1.29, -0.26], [-1.01, 0.51, 0.31], [-0.58, 0.09, 0.71], [-0.04, 0.50, -0.19], [0.65, 0.70, 0.88], [-1.60, -0.59, 1.04], [0.16, 0.35, 0.68], [-0.73, -0.04, 3.69], [-0.76, 0.20, 0.09], [-0.17, -0.22, 0.39], [-0.19, 0.01, -0.57], [-0.66, 0.05, 0.54], [-0.08, -0.18, -0.14], [-0.04, -0.07, 0.10], [0.16, -0.08, 0.20], [-0.30, 0.20, 0.50], [-0.18, 0.28, -0.38], [0.02, -0.07, -0.02], [0.48, 0.16, -0.19], [0.51, -0.07, 0.69], [0.29, 0.13, -0.14], [-0.20, -0.16, -0.23], [0.81, -0.05, -0.16], [0.11, -0.04, -0.33], [-0.11, -0.05, 0.20], [0.22, 0.17, 0.03], [0.34, 0.03, 0.93], [0.29, -0.66, -0.04], [0.55, -0.57, -0.07], [0.24, -0.31, -0.04], [-0.05, -0.98, 0.02], [0.32, -0.08, -0.58], [0.38, -0.11, -0.32], [0.27, 0.12, -0.05], [-0.35, -0.10, -0.13], [0.81, 0.13, 0.64], [-0.10, 0.29, 0.32], [-0.07, 0.20, -0.74], [0.03, 0.21, -0.16], [0.17, -0.26, -0.23], [-0.19, 0.06, -0.10], [-0.36, 0.35, -0.09], [-0.21, 0.09, 0.54], [0.44, 0.15, 0.44], [-0.68, -0.96, 0.07], [-0.37, 0.22, 0.27], [-0.04, -0.20, -0.07], [-0.02, 0.26, 0.13], [-0.03, 0.24, 0.70], [0.00, 0.11, 0.05]], "homo_energy_ev": [0.24, -6.91], "spin_multiplicity": 2, "orbital_gap_ev": [1.64, 8.77], "total_charge": -1}